# 1
88
Properties=species:S:1:pos:R:3:lowdin_charge:R:1 method="wB97M-V/def2-TZVPD" charge=0 relative_energy_ev=0.0000 molar_mass_g_mol=612.56 smiles=CCCC#N.CCCC#N.CCCC#N.CCCC#N.CCCC#N.CCCC#N.ClCCCl.ClCCCl
C -1.6372 0.4183 0.1852 -0.0975
C -0.3925 -0.4508 0.3605 -0.2495
C 0.5127 0.0533 1.4895 -0.1880
C 1.1026 1.3645 1.2086 -0.1993
N 1.3603 2.4831 0.9989 0.1756
H -1.3865 1.4379 -0.1335 0.0710
H -2.1446 0.5462 1.1407 0.0311
H -2.3237 0.0264 -0.5652 0.0546
H 0.1765 -0.3873 -0.5727 0.0891
H -0.7268 -1.4593 0.5673 0.0669
H 1.2842 -0.7015 1.6293 0.1002
H -0.0638 0.1756 2.4070 0.0825
C 1.7577 -3.4074 -2.4228 -0.1025
C 2.3927 -2.0611 -2.8287 -0.2610
C 1.5378 -1.3214 -3.8076 -0.2243
C 1.1933 -2.1150 -4.9976 -0.2281
N 0.9324 -2.7637 -5.9205 0.1420
H 1.7472 -4.0766 -3.2873 0.0703
H 0.7392 -3.2768 -2.0622 0.0678
H 2.3746 -3.9035 -1.6722 0.0696
H 3.3695 -2.3008 -3.2493 0.1161
H 2.5167 -1.4220 -1.9543 0.0973
H 2.0439 -0.4116 -4.1458 0.1053
H 0.5852 -0.9766 -3.3901 0.1123
C -6.0075 0.0323 -2.7633 -0.1132
C -5.6558 -1.3988 -3.1017 -0.2620
C -4.5973 -2.0281 -2.1839 -0.1882
C -4.8524 -1.7637 -0.7574 -0.2475
N -5.0613 -1.5385 0.3531 0.1489
H -6.4396 0.1358 -1.7679 0.0711
H -6.7114 0.4466 -3.4829 0.0737
H -5.1070 0.6568 -2.7698 0.0806
H -5.3389 -1.4929 -4.1408 0.1092
H -6.5534 -2.0221 -3.0307 0.1112
H -3.5694 -1.7398 -2.4135 0.1116
H -4.6519 -3.1160 -2.3035 0.1149
C 4.5760 -0.0136 1.6937 -0.1101
C 5.2927 0.3027 0.4231 -0.2729
C 6.6767 0.8892 0.6303 -0.1961
C 7.5830 -0.0706 1.2340 -0.2496
N 8.2527 -0.8433 1.7213 0.1526
H 4.4969 0.8269 2.3832 0.0859
H 5.0837 -0.7911 2.2797 0.0811
H 3.5908 -0.4227 1.4800 0.0500
H 4.6831 1.0223 -0.1338 0.0993
H 5.3827 -0.5597 -0.2390 0.1163
H 6.6827 1.8224 1.1935 0.1233
H 7.1054 1.1458 -0.3461 0.1213
C -0.7003 5.1597 1.3558 -0.1097
C 0.5264 5.9994 1.7259 -0.2646
C 0.9627 6.9223 0.6022 -0.2038
C -0.0338 7.9269 0.2986 -0.2454
N -0.8149 8.7172 0.0806 0.1533
H -0.4722 4.6158 0.4280 0.0572
H -1.5653 5.7805 1.1270 0.0733
H -0.8729 4.3811 2.0938 0.0554
H 1.3454 5.3208 1.9739 0.0953
H 0.3299 6.5794 2.6314 0.1119
H 1.1404 6.3135 -0.2931 0.1031
H 1.9474 7.3433 0.8103 0.1197
C -2.3444 -7.2079 0.5074 -0.1122
C -2.3016 -5.7380 0.8698 -0.2662
C -1.1590 -5.4255 1.8364 -0.1856
C -1.0935 -4.0087 2.2304 -0.1975
N -1.0205 -2.9125 2.5608 0.1660
H -1.3593 -7.6020 0.2614 0.0759
H -3.0011 -7.3704 -0.3509 0.0745
H -2.7994 -7.8144 1.2957 0.0779
H -3.2402 -5.4030 1.3185 0.1161
H -2.1861 -5.1630 -0.0443 0.1053
H -0.1970 -5.6436 1.3574 0.1234
H -1.1959 -6.0194 2.7516 0.1259
Cl 1.4638 2.1840 -2.4417 0.5719
C 2.0689 3.8007 -2.0952 -0.6960
C 3.5315 3.9271 -2.3902 -0.6476
Cl 3.8753 3.7906 -4.1479 0.5285
H 1.9254 3.9910 -1.0285 0.0354
H 1.4746 4.5185 -2.6504 0.0716
H 4.0920 3.1391 -1.8972 0.0535
H 3.9094 4.8972 -2.0827 0.0721
Cl -4.4994 0.4272 6.2475 0.5325
C -3.6773 -0.3657 4.8647 -0.6444
C -2.2926 0.1631 4.6745 -0.6586
Cl -2.2235 1.6454 3.6775 0.5713
H -4.2760 -0.1930 3.9766 0.0649
H -3.6622 -1.4208 5.1127 0.0694
H -1.6349 -0.5718 4.2008 0.0461
H -1.7812 0.3659 5.6162 0.0673

=====

# 2
93
Properties=species:S:1:pos:R:3:lowdin_charge:R:1 method="wB97M-V/def2-TZVPD" charge=+1 relative_energy_ev=0.6813 molar_mass_g_mol=753.60
C 3.0176 1.6391 3.9058 -0.1388
C 3.4432 1.3212 2.4595 -0.3871
P 3.9827 -0.4071 2.0835 1.0481
C 4.3958 -1.0735 3.7423 -0.2480
N 2.5714 -1.3977 1.5720 -0.1010
C 1.4110 -0.7884 1.3863 -0.4205
N 0.8113 -0.1032 2.3433 0.2650
N 0.7608 -0.9456 0.2148 0.1990
C 1.5766 -0.7443 -1.0111 -0.2955
C 2.1300 0.6842 -1.0359 -0.0907
C 1.1740 1.8018 -0.6278 -0.1634
C -0.1176 1.9082 -1.4446 -0.1978
C -1.0610 2.9100 -0.7866 -0.1715
C -1.7675 2.2240 0.3702 -0.2241
C -2.9773 2.9484 0.9400 -0.1725
C -3.4319 2.2272 2.2178 -0.1977
C -4.2462 0.9664 1.9426 -0.1805
C -3.3707 -0.2885 1.8813 -0.1803
C -3.2731 -0.9558 3.2359 -0.2322
O -2.1066 -1.7631 3.2348 -0.1975
C -1.6088 -2.0393 4.5247 -0.1088
N 0.7084 -1.0770 -2.1444 0.1227
C 0.7907 -0.3771 -3.3322 -0.4659
O 1.7750 -0.2000 -4.0051 0.2007
F -0.3921 0.1216 -3.6790 0.1377
C -0.3814 -1.9593 -1.9233 -0.4207
O -0.3340 -3.1558 -2.1151 0.2192
F -1.4808 -1.3739 -1.4542 0.1542
C 2.7036 -1.8192 -0.9381 -0.1488
C 3.9859 -1.3605 -1.6560 -0.1396
C 4.5351 -2.5076 -2.5100 -0.7862
O 3.9125 -2.9852 -3.4256 0.0223
I 6.5323 -3.2747 -2.1342 0.8485
C 2.8422 -2.3816 0.4841 -0.2601
C 4.1126 -3.1656 0.7156 -0.1653
C 4.0805 -3.9495 2.0107 -0.2177
F 3.6150 -5.2094 1.7883 -0.0060
H 2.3686 2.5015 3.8824 0.0777
H 2.5113 0.8228 4.3983 0.0477
H 3.8736 1.9282 4.4973 0.0766
H 2.6139 1.5853 1.8185 0.0375
H 4.2535 1.9628 2.1536 0.0788
H 3.5292 -1.3751 4.3160 0.0490
H 4.8867 -0.2830 4.2935 0.0452
H 5.1147 -1.8690 3.6601 0.0282
H -0.0641 0.3673 2.1991 0.1124
H 1.2237 -0.1334 3.2564 0.1066
H -0.1165 -0.4350 0.2137 0.1349
H 2.9774 0.7104 -0.3601 0.1027
H 2.5486 0.9479 -1.9934 0.1186
H 0.9011 1.7767 0.4191 0.0760
H 1.7097 2.7329 -0.7598 0.1299
H 0.1144 2.2007 -2.4574 0.1224
H -0.6205 0.9497 -1.4224 0.0712
H -0.5372 3.7995 -0.4566 0.1222
H -1.8078 3.2262 -1.5038 0.1125
H -2.1296 1.2748 -0.0023 0.1013
H -1.0776 2.0537 1.1996 0.0920
H -2.7720 3.9822 1.1811 0.1167
H -3.7762 2.8748 0.2166 0.1061
H -2.5525 1.9100 2.7768 0.0965
H -3.9586 2.9110 2.8651 0.1078
H -4.9670 0.8193 2.7388 0.1111
H -4.8287 1.0836 1.0384 0.1134
H -2.3527 -0.0427 1.6154 0.0669
H -3.7799 -0.9832 1.1590 0.1195
H -4.1498 -1.5699 3.4150 0.1344
H -3.1903 -0.1719 3.9835 0.1172
H -1.8863 -1.2836 5.2525 0.0843
H -1.9783 -3.0015 4.8688 0.0908
H -0.5271 -2.0898 4.4934 0.0671
H 2.3398 -2.6616 -1.5065 0.1443
H 3.7991 -0.5840 -2.3807 0.1109
H 4.7748 -1.0503 -0.9859 0.0831
H 2.0542 -3.1176 0.5784 0.1638
H 5.0121 -2.5857 0.5872 0.0646
H 4.1251 -3.9131 -0.0681 0.1148
H 5.0510 -3.9747 2.4866 0.1200
H 3.3928 -3.4828 2.7081 0.1028
O -4.4000 2.3383 -2.5024 0.0982
C -4.1981 1.9374 -3.6168 -0.5223
O -4.9687 2.3815 -4.6178 0.0120
C -4.7021 2.1083 -5.9974 -0.2282
C -5.2774 0.7762 -6.4302 -0.0600
C -3.1429 0.8904 -3.8872 0.0138
H -3.6343 2.1875 -6.2064 0.1137
H -5.1875 2.9134 -6.5447 0.1255
H -4.8241 -0.0546 -5.8889 0.0676
H -5.1159 0.6201 -7.4965 0.0849
H -6.3481 0.7466 -6.2308 0.0862
H -3.5626 -0.0953 -3.6895 0.1042
H -2.3271 1.0726 -3.2022 0.0505
H -2.7334 0.9145 -4.8940 0.0752

=====

# 3
90
Properties=species:S:1:pos:R:3:lowdin_charge:R:1 method="wB97M-V/def2-TZVPD" charge=0 s_squared=8.784 relative_energy_ev=1.2911 multiplicity=6 molar_mass_g_mol=811.69
Sm -0.9682 -0.9768 1.3251 1.3903
N -3.2587 -0.9547 2.8372 -0.0597
C -3.6166 0.1448 3.7217 -0.2717
C -2.6518 0.1645 4.9232 -0.2009
C -1.2056 0.5150 4.5432 -0.2651
N -0.4911 -0.7206 3.9915 -0.0966
H -3.8378 -1.1220 2.0518 0.0449
H -3.1220 -1.7817 3.4412 0.0953
H -4.6251 -0.0139 4.1275 0.1104
H -3.5224 1.0950 3.1844 0.1068
H -2.6759 -0.8711 5.4021 0.1245
H -3.0365 0.8090 5.7075 0.1025
H -0.6289 0.9955 5.4036 0.1240
H -1.2505 1.1700 3.6667 0.0633
H -0.4478 -1.5151 4.6833 0.1073
H 0.3953 -0.3988 3.6050 -0.0005
C 5.5984 4.4336 -0.2949 -0.0515
C 4.2055 4.9371 -0.6649 -0.5138
C 4.0559 5.4031 -2.2001 -0.0301
C 3.8389 6.2166 0.1860 -0.0456
C 3.1834 3.8629 -0.3640 -0.2003
C 2.9927 3.4925 1.0329 -0.0947
C 2.1923 2.3986 1.2903 -0.5420
Br 1.4894 2.2217 3.0726 0.7758
C 1.5361 1.5663 0.2587 -0.3737
O 0.7217 0.5654 0.6070 -0.3674
C 1.8370 1.8630 -1.1171 -0.0678
C 2.6340 3.0588 -1.3417 0.0209
C 1.2516 1.0674 -2.2992 -0.5015
C -0.3290 0.9832 -2.2597 -0.0224
C 1.6484 1.5673 -3.7073 -0.0635
C 1.8508 -0.3379 -2.2157 -0.0603
H 6.3060 5.2658 -0.4443 0.0812
H 5.9641 3.5652 -0.8774 0.0935
H 5.6036 4.0619 0.7401 0.0824
H 5.0123 5.9888 -2.3682 0.0999
H 3.2163 6.0083 -2.3908 0.0615
H 4.0407 4.6124 -2.8873 0.0368
H 4.5762 6.9640 -0.0151 0.0684
H 3.6950 6.0633 1.2603 0.0700
H 2.8829 6.5534 -0.1508 0.0708
H 3.3712 4.1808 1.8044 0.0977
H 2.8490 3.3217 -2.3821 0.0761
H -0.7275 2.0037 -2.4767 0.0864
H -0.6884 0.7078 -1.2823 0.0253
H -0.6427 0.2823 -3.0628 0.0891
H 1.5586 2.6544 -3.7304 0.0730
H 0.9681 1.2869 -4.4813 0.0693
H 2.6355 1.2555 -4.0195 0.0834
H 1.4567 -0.8583 -1.2979 0.0791
H 2.9397 -0.2626 -2.1871 0.0915
H 1.5058 -0.9762 -3.0236 0.0798
O 0.6871 -2.5600 2.3781 -0.6756
S 1.3527 -3.8370 2.0341 0.9943
C 0.0538 -5.2210 2.0265 -0.2716
C 0.6514 -6.1910 1.0287 -0.2442
C 1.1841 -5.4340 -0.2439 -0.1742
C 1.3165 -3.9692 0.2236 -0.3483
H -0.8979 -4.7830 1.7142 0.0806
H 0.0180 -5.6251 2.9924 0.0621
H -0.0499 -7.0018 0.7655 0.1197
H 1.4157 -6.6984 1.5561 0.0845
H 0.3771 -5.4239 -1.0426 0.0966
H 2.1037 -5.9426 -0.5730 0.1105
H 0.5927 -3.2697 -0.1568 0.0316
H 2.2810 -3.4958 -0.1387 0.1057
N -3.6283 2.1930 -1.1143 0.0787
C -2.5356 2.9601 -0.7370 -0.0974
C -1.8792 2.2666 0.2521 -0.1592
N -2.4986 1.0565 0.4341 -0.0351
C -3.5595 1.0457 -0.3880 -0.1709
H -4.1717 2.3467 -1.9660 0.1658
H -2.1851 3.8367 -1.2154 0.1060
H -1.0204 2.5899 0.8051 0.0990
H -4.3155 0.2583 -0.4078 0.1268
C -4.3480 -4.4025 -1.0328 -0.2408
Ge -2.7183 -3.2322 -1.4187 0.6505
C -1.6581 -4.2899 -2.6903 -0.2605
C -3.3696 -1.8846 -2.7663 -0.2468
C -1.9155 -2.4827 0.1427 -0.6275
H -5.1886 -3.8301 -0.5197 0.0208
H -4.0216 -5.1242 -0.3152 -0.0267
H -4.9033 -4.8738 -1.8545 0.0034
H -2.4213 -4.6431 -3.3812 0.0039
H -1.2667 -5.1793 -2.1467 -0.0069
H -0.8957 -3.7359 -3.2783 0.0243
H -4.2008 -2.2980 -3.3523 0.0050
H -2.5946 -1.6227 -3.5375 0.0147
H -3.7255 -0.9342 -2.3806 -0.0383
H -2.3509 -3.0852 0.9792 -0.1123

=====

# 4
91
Properties=species:S:1:pos:R:3:lowdin_charge:R:1 method="wB97M-V/def2-TZVPD" charge=+1 energy_ev=-52167.3215 molar_mass_g_mol=565.74
C 5.8482 -0.6225 1.7778 0.0449
C 4.5519 -0.0796 1.8593 -0.0847
C 3.3251 -0.4091 0.9027 -0.3037
C 2.4667 -1.4468 1.8282 -0.1053
C 3.3013 -2.7754 2.1975 -0.1174
C 2.4292 -4.0398 1.6874 -0.1766
O 3.2463 -5.1952 1.3646 -0.0602
C 3.8441 -4.9960 0.0816 -0.4084
C 3.0794 -5.1131 -1.3103 -0.0038
O 5.0709 -4.7178 0.0803 0.0562
C 3.5768 -1.0420 -0.5457 -0.1380
C 4.8989 -0.6800 -1.3710 -0.0941
O 5.4781 0.6141 -1.0452 -0.0415
C 6.6790 0.8516 -1.7339 -0.4838
F 6.6333 0.5971 -3.1096 0.1223
F 7.7221 0.1920 -1.0584 0.1100
F 6.9551 2.2430 -1.6022 0.0890
N 2.3849 -0.6315 -1.4074 -0.0135
N 1.7592 -1.9191 -1.5574 0.0425
C 1.4923 0.2000 -0.5325 -0.1640
N 0.1977 0.3558 -0.7356 0.1402
C -0.6355 1.1658 0.2066 -0.1037
C -1.4660 2.2941 -0.6230 -0.1723
C -3.0526 2.2349 -0.3800 -0.1890
C -3.7393 2.2530 -1.8549 -0.2251
C -5.3340 2.3395 -1.7222 -0.2061
C -5.8542 0.9093 -1.2067 -0.2119
C -7.2868 1.1644 -0.4741 -0.1987
C -7.6573 -0.0754 0.4873 -0.1872
C -7.9153 0.4672 1.9792 -0.1653
C -7.0893 -0.4503 3.0129 -0.2423
O -7.5847 -1.8031 2.8759 -0.2292
C -6.4549 -2.7200 2.7752 -0.1190
N 2.3726 0.6795 0.5220 0.0186
C 2.8998 2.0759 0.4307 -0.2890
C 2.4761 2.8091 1.8282 -0.0515
C 2.2733 2.9636 -0.7412 -0.1457
C 2.9398 2.6805 -2.2043 -0.1836
C 1.6891 2.5379 -3.2422 -0.1203
H 6.7015 -0.0271 2.2565 0.0971
H 6.0819 -1.5925 1.2076 0.0910
H 4.3639 0.7070 2.6761 0.1218
H 1.4779 -1.7560 1.3504 0.1009
H 2.2392 -0.8537 2.7902 0.1332
H 4.3088 -2.8532 1.6748 0.0924
H 3.4232 -2.8385 3.3282 0.1324
H 1.8011 -3.8004 0.7617 0.0987
H 1.6992 -4.3104 2.5230 0.1437
H 1.9439 -5.1556 -1.1861 0.0871
H 3.5004 -6.0266 -1.8667 0.1108
H 3.3439 -4.1901 -1.9239 0.0753
H 3.6803 -2.1778 -0.4296 0.1384
H 5.7002 -1.4973 -1.3110 0.1510
H 4.5799 -0.6291 -2.4803 0.1468
H 1.1505 -2.1312 -0.7530 0.0796
H 1.1444 -1.9323 -2.3845 0.1042
H -0.2383 -0.0924 -1.5579 0.1786
H 0.0602 1.6744 0.9480 0.1113
H -1.3658 0.4709 0.7336 0.1336
H -1.0088 3.3064 -0.3214 0.1181
H -1.2720 2.1706 -1.7448 0.0961
H -3.3593 3.2289 0.1073 0.1237
H -3.3387 1.3202 0.2317 0.0958
H -3.2805 3.1287 -2.4223 0.1128
H -3.3883 1.2994 -2.3952 0.1140
H -5.5544 3.1795 -0.9707 0.1131
H -5.7970 2.5778 -2.7503 0.1243
H -5.1879 0.4305 -0.4140 0.0872
H -5.9324 0.1748 -2.0781 0.1199
H -7.1672 2.1454 0.0930 0.0931
H -8.0353 1.3384 -1.3175 0.1143
H -8.5802 -0.5747 0.0404 0.1153
H -6.8066 -0.8421 0.4145 0.0944
H -9.0452 0.4056 2.1646 0.1217
H -7.5875 1.5531 2.1389 0.1080
H -5.9736 -0.3864 2.7548 0.1168
H -7.2951 -0.0058 4.0592 0.1306
H -5.6545 -2.4130 3.5277 0.0897
H -6.8386 -3.7510 3.0988 0.1018
H -6.0385 -2.7521 1.7070 0.0895
H 4.0323 2.1628 0.3774 0.1515
H 2.5628 1.9947 2.6294 0.0700
H 3.1877 3.6569 2.0999 0.0976
H 1.3790 3.1133 1.7833 0.0745
H 1.1373 2.9496 -0.7963 0.0736
H 2.5621 4.0552 -0.5018 0.1373
H 3.5939 3.5462 -2.5371 0.1164
H 3.4547 1.6630 -2.2238 0.0803
H 1.9863 2.8770 -4.2951 0.0814
H 0.7658 3.1113 -2.9049 0.0606
H 1.3626 1.4362 -3.3511 0.0603

=====

# 5
96
Properties=species:S:1:pos:R:3:lowdin_charge:R:1 method="wB97M-V/def2-TZVPD" charge=0 relative_energy_ev=0.0000 molar_mass_g_mol=678.88
O 2.8880 -5.2829 2.1951 -0.3002
S 2.8924 -4.0599 1.4326 0.5680
O 4.1788 -3.8824 0.8372 -0.2623
F 2.6817 -2.7844 2.3485 -0.1391
N 1.7039 -4.1244 0.2453 -0.2982
P 0.1456 -4.4744 0.9581 0.1506
O 0.0243 -3.6938 2.3800 -0.2195
O -0.9849 -3.8624 -0.0447 -0.1969
S -0.1294 -6.3550 1.2836 0.3085
H 1.8601 -4.9273 -0.3655 0.0805
H -0.9028 -3.6040 2.6463 0.0931
H -1.2875 -3.0456 0.3901 0.0697
C 0.7657 -3.7570 -5.1779 -0.1244
C 1.8073 -2.6485 -5.0981 -0.2727
C 2.9441 -2.9596 -4.1182 -0.1732
C 2.4154 -3.1340 -2.7538 -0.1423
N 2.0037 -3.2635 -1.6835 0.1553
H 0.2659 -3.9078 -4.2206 0.0510
H -0.0032 -3.5011 -5.9072 0.0723
H 1.2215 -4.7032 -5.4825 0.0735
H 1.3141 -1.7197 -4.8051 0.0906
H 2.2328 -2.4880 -6.0915 0.1052
H 3.6678 -2.1435 -4.1093 0.1159
H 3.4663 -3.8714 -4.4144 0.1193
C -4.3472 -0.2673 -3.0344 -0.1239
C -3.6932 -0.1642 -1.6646 -0.2684
C -2.2081 0.2020 -1.7434 -0.1964
C -1.4650 -0.8272 -2.4913 -0.2073
N -0.8823 -1.6336 -3.0668 0.1793
H -3.9006 -1.0609 -3.6382 0.0693
H -5.4087 -0.4967 -2.9335 0.0744
H -4.2538 0.6721 -3.5780 0.0410
H -3.8134 -1.1156 -1.1386 0.1059
H -4.2133 0.5946 -1.0781 0.0889
H -1.7861 0.2814 -0.7406 0.0909
H -2.0777 1.1642 -2.2395 0.0949
C 1.3543 0.2767 1.3429 -0.1014
C 1.6494 1.7024 1.8003 -0.2602
C 0.4425 2.6352 1.6523 -0.1975
C 0.0299 2.7171 0.2439 -0.2482
N -0.2981 2.7708 -0.8561 0.1534
H 1.1038 0.2392 0.2798 0.0685
H 2.2279 -0.3583 1.4925 0.0593
H 0.5225 -0.1526 1.9075 0.0757
H 2.4905 2.0927 1.2263 0.0798
H 1.9575 1.6848 2.8467 0.1080
H 0.6973 3.6372 2.0037 0.1187
H -0.3928 2.2727 2.2422 0.0630
C 4.7802 4.5492 -1.0407 -0.1111
C 6.1062 3.9246 -0.6198 -0.2650
C 5.9263 2.6684 0.2387 -0.1824
C 5.1972 2.9946 1.4767 -0.2341
N 4.6246 3.2489 2.4398 0.1565
H 4.2029 4.8842 -0.1771 0.0689
H 4.9545 5.4209 -1.6724 0.0716
H 4.1726 3.8380 -1.6049 0.0772
H 6.6907 4.6656 -0.0699 0.1114
H 6.6778 3.6639 -1.5129 0.1074
H 6.8977 2.2496 0.5036 0.1170
H 5.3682 1.9071 -0.3096 0.1196
C -3.2728 4.1100 4.8008 -0.1086
C -3.4563 4.9212 3.5226 -0.2615
C -4.0555 4.1001 2.3756 -0.1728
C -3.1722 2.9712 2.0384 -0.1872
N -2.4822 2.0915 1.7734 0.1717
H -2.5722 3.2857 4.6560 0.0689
H -2.8727 4.7396 5.5960 0.0736
H -4.2238 3.6960 5.1426 0.0783
H -2.4897 5.3288 3.2175 0.1099
H -4.1112 5.7698 3.7294 0.1084
H -4.1801 4.7239 1.4897 0.1185
H -5.0355 3.7099 2.6546 0.1224
C -4.8367 3.8592 -6.1286 -0.1100
C -4.4024 4.9952 -5.2087 -0.2646
C -3.5775 4.5100 -4.0120 -0.1798
C -4.3673 3.5759 -3.1910 -0.2152
N -4.9827 2.8443 -2.5531 0.1724
H -5.4878 3.1517 -5.6122 0.0704
H -5.3942 4.2517 -6.9796 0.0721
H -3.9722 3.3131 -6.5126 0.0776
H -5.2892 5.5252 -4.8540 0.1112
H -3.8084 5.7108 -5.7807 0.1076
H -3.2785 5.3555 -3.3916 0.1168
H -2.6722 4.0032 -4.3508 0.1213
C 1.7887 -5.0929 4.9681 -0.1249
C 2.4229 -6.0151 6.0014 -0.2534
C 1.5190 -7.1934 6.3781 -0.1854
C 0.2561 -6.7051 6.9612 -0.2392
N -0.7284 -6.3244 7.4155 0.1354
H 0.8765 -4.6303 5.3528 0.0739
H 2.4794 -4.2902 4.7111 0.0659
H 1.5443 -5.6329 4.0555 0.0421
H 2.6666 -5.4368 6.8962 0.1104
H 3.3638 -6.4018 5.6042 0.1105
H 2.0174 -7.8335 7.1074 0.1134
H 1.2915 -7.7967 5.4976 0.1206